Record 1
Formula: C4H14N3O
Source: the Open Molecules 2025 dataset
Level of theory: ωB97M-V/def2-TZVPD

```
! RIJCOSX wB97M-V def2-TZVPD def2/J DEFGRID3
* xyz 1 1
C 1.3839 -2.4671 -0.3159
C 0.6742 -1.5697 0.6852
C 1.0195 -0.0604 0.7731
N -0.1688 0.6139 0.1484
C -0.3671 1.9252 0.2158
N 0.2626 2.7113 1.1125
N -1.4297 2.5430 -0.3495
H 1.1462 -2.2194 -1.3677
H 1.0056 -3.4794 -0.1173
H 2.4559 -2.7363 -0.2831
H -0.3949 -1.6867 0.5812
H 1.0239 -1.8493 1.6889
H 1.1490 0.3234 1.7817
H 1.9494 0.0586 0.2112
H -0.5169 0.1783 -0.7033
H 1.2568 2.5544 1.1725
H -0.2149 3.3996 1.6633
H -1.4270 3.5295 -0.5441
H -2.1012 2.0165 -0.8900
H -2.5571 -1.0755 -2.4878
H -2.2596 -1.7067 -1.2064
O -1.8897 -1.0032 -1.7686
*
```

The LUMO energy is -0.1055 Eh. The value obtained for the energy relative to the best compared isomer or geometry (same formula, charge and spin) is 22.6 kcal per mole. The calculation puts the HOMO-LUMO gap at 11.5 eV. As for the HOMO energy: -14.336 eV.

Record 2
Formula: C4H14N3O
Source: the Open Molecules 2025 dataset
Level of theory: ωB97M-V/def2-TZVPD

```
! RIJCOSX wB97M-V def2-TZVPD def2/J DEFGRID3
* xyz 1 1
C 1.9602 -1.9854 0.2138
O 2.0763 -3.3133 0.7501
C 0.6772 -1.8481 -0.6055
N 0.5288 -0.4231 -1.0373
H 2.8893 -1.8325 -0.4003
H 1.9068 -1.2586 1.0409
H 1.3582 -3.4005 1.3703
H 0.7780 -2.5013 -1.4793
H -0.2190 -1.9359 0.0111
H 1.3638 -0.1078 -1.5470
H 0.4503 0.2630 -0.2112
H -0.4100 -0.1503 -1.4812
C -0.7578 2.5240 1.4989
N -0.7514 1.8284 0.1982
C -1.9185 1.3209 -0.3140
N -1.9162 0.7546 -1.5182
H -0.5523 3.5936 1.3652
H -1.7644 2.4107 1.9303
H -0.0428 2.0359 2.1599
H -0.0248 2.0789 -0.4735
H -2.7820 1.3960 0.3427
H -2.8499 0.5510 -1.8138
*
```

The LUMO energy is -0.1114 Eh. The value obtained for the energy relative to the best compared isomer or geometry (same formula, charge and spin) is 54.2 kcal per mole. The calculation puts the HOMO-LUMO gap at 10.6 eV. As for the HOMO energy: -13.606 eV.

Record 3
Formula: C4H14N3O
Source: the Open Molecules 2025 dataset
Level of theory: ωB97M-V/def2-TZVPD

```
! RIJCOSX wB97M-V def2-TZVPD def2/J DEFGRID3
* xyz 1 1
C -0.2257 -0.9580 -2.3358
C -0.8362 -0.9945 -0.8840
C 0.0653 -0.5028 0.2773
C 0.3247 -1.2028 1.3599
N 1.0345 -0.7566 2.5395
N 0.3407 0.9788 0.1545
N -1.1332 -0.3255 -3.2757
H 0.1045 -1.9975 -2.5373
H 0.7600 -0.4845 -2.3187
H -1.1824 -1.9805 -0.6673
H -1.8709 -0.4469 -0.8136
H 0.2237 -2.2915 1.4439
H 0.7980 0.1879 2.7878
H 0.9914 -1.4374 3.2500
H 0.8226 1.2168 -0.6327
H 0.8900 1.3820 1.0024
H -0.6522 1.4150 0.1064
H -0.9585 -0.7699 -4.1309
H -0.7423 0.6412 -3.4073
H 1.1777 2.9540 2.3552
H -0.2584 2.8547 3.2374
O 0.3266 2.5180 2.4889
*
```

The LUMO energy is -0.1251 Eh. The value obtained for the energy relative to the best compared isomer or geometry (same formula, charge and spin) is 71.4 kcal per mole. The calculation puts the HOMO-LUMO gap at 9.3 eV. As for the HOMO energy: -12.725 eV.